This record from the Open Molecules 2025 dataset describes a cluster of 2 separate species, C7H11ClN2 in total. The level of theory is the ωB97M-V functional and the def2-TZVPD basis.

ORCA input file:
```
! wB97M-V def2-TZVPD RIJCOSX def2/J DEFGRID3
* xyz 0 1
C -3.71 0.41 0.15
C -3.14 -0.91 0.04
C -2.62 1.24 0.26
C 1.27 -0.56 1.52
C 2.05 0.18 -0.67
C 0.79 -0.34 0.07
C -0.20 0.75 0.00
N -1.85 -0.87 -0.03
N -1.48 0.43 0.05
Cl 0.26 2.32 0.43
H -4.79 0.51 0.22
H -3.70 -1.90 0.03
H -2.42 2.29 0.48
H 2.17 -0.96 1.44
H 1.36 0.32 2.16
H 0.47 -1.16 1.94
H 2.94 -0.58 -0.73
H 1.97 0.47 -1.76
H 2.51 1.17 -0.34
H 0.55 -1.33 -0.27
H 0.62 0.24 -2.94
*
```

E_HOMO (spin up / spin down) (eV): -6.76 / -9.66
E_LUMO (spin up / spin down) (eV): -0.4 / 0.0
ΔE to the lowest compared entry with this formula, charge and spin (kcal/mol): 113.8
Orbital gap (spin up / spin down) (Eh): 0.2342 / 0.3539
Total energy (Eh): -842.8151



This record from the Open Molecules 2025 dataset describes an isolated molecule of C6H9N3. The level of theory is the ωB97M-V functional and the def2-TZVPD basis.

ORCA input file:
```
! wB97M-V def2-TZVPD RIJCOSX def2/J DEFGRID3
* xyz 0 1
C 0.34 1.11 -2.47
C 1.07 0.86 -1.09
C 0.60 0.53 0.13
N 1.41 0.40 1.27
C 0.87 -0.27 2.22
N -0.35 -1.07 2.27
N -1.38 -0.70 1.31
C -1.21 -1.37 0.03
C -0.89 0.10 0.10
H 0.53 2.18 -2.76
H 0.82 0.52 -3.27
H -0.81 0.93 -2.40
H 2.18 1.08 -1.06
H 1.45 -0.28 3.19
H -0.64 -1.09 3.21
H -0.26 -1.94 -0.17
H -2.06 -1.86 -0.41
H -1.68 0.86 -0.10
*
```

E_HOMO (eV): -8.47
E_LUMO (eV): 1.1
ΔE to the lowest compared entry with this formula, charge and spin (kcal/mol): 66.4
SMILES: C/C=C1/N=CNN2C[C@H]12
Orbital gap (Eh): 0.3508
Total energy (Eh): -398.1696



This record from the Open Molecules 2025 dataset describes a cluster of 2 separate species, C2H2N2 in total. The level of theory is the ωB97M-V functional and the def2-TZVPD basis.

ORCA input file:
```
! wB97M-V def2-TZVPD RIJCOSX def2/J DEFGRID3
* xyz 0 1
C -0.88 -0.13 -0.12
C 1.17 -0.44 0.98
N 2.15 -0.54 1.56
N -0.67 0.54 -1.15
H -1.94 -0.37 0.30
H 0.17 0.93 -1.58
*
```

E_HOMO (spin up / spin down) (eV): -10.57 / -10.57
E_LUMO (spin up / spin down) (eV): -1.5 / -1.5
ΔE to the lowest compared entry with this formula, charge and spin (kcal/mol): 73.7
Orbital gap (spin up / spin down) (Eh): 0.3338 / 0.3338
Total energy (Eh): -186.7596



This record from the Open Molecules 2025 dataset describes a structure of composition C11H26N4O7SV. The level of theory is the ωB97M-V functional and the def2-TZVPD basis.

ORCA input file:
```
! wB97M-V def2-TZVPD RIJCOSX def2/J DEFGRID3
* xyz 1 3
O -3.79 0.88 -2.71
H -3.20 1.63 -2.97
V 0.18 0.32 -0.60
N -1.61 -0.34 -0.07
N -0.52 1.85 0.50
N 1.05 -1.37 -1.15
N 2.08 0.85 -0.43
O -1.85 -1.59 0.10
O 0.45 -2.55 -1.58
O 2.53 2.06 -0.01
O 0.20 2.88 0.85
C -1.90 1.86 0.65
C -2.50 0.63 0.36
C 2.39 -1.34 -1.12
C 2.97 -0.10 -0.75
C -3.94 0.28 0.51
H -4.31 -0.14 -0.42
H -4.51 1.16 0.74
H -4.07 -0.45 1.31
C -2.60 3.12 1.02
H -2.44 3.88 0.25
H -2.28 3.54 1.97
H -3.67 2.94 1.07
C 3.18 -2.51 -1.48
C 4.42 0.12 -0.66
H 2.55 -3.22 -2.03
H 3.59 -3.01 -0.60
H 4.03 -2.23 -2.10
H 4.64 0.97 -0.01
H 4.87 0.31 -1.65
H 4.94 -0.76 -0.27
H -0.50 -2.47 -1.29
H 1.72 2.43 0.51
C -0.02 1.32 -2.23
H -0.99 1.15 -2.70
H 0.83 0.86 -2.76
H 0.24 2.38 -2.05
O -2.52 -2.12 -3.11
H -3.23 -1.50 -3.24
H -1.72 -1.59 -3.28
C 1.43 -2.03 3.23
S 0.85 -0.65 2.22
C -0.64 -0.32 3.13
O 1.69 0.56 2.55
H 0.69 -2.82 3.38
H 1.69 -1.64 4.21
H 2.28 -2.52 2.79
H -0.41 -0.41 4.20
H -0.89 0.72 2.93
H -1.40 -1.03 2.80
*
```

E_HOMO (spin up / spin down) (eV): -10.97 / -10.72
E_LUMO (spin up / spin down) (eV): -5.5 / -5.5
<S²>: 2.04
ΔE to the lowest compared entry with this formula, charge and spin (kcal/mol): 47.2
Orbital gap (spin up / spin down) (Eh): 0.2017 / 0.1931
Total energy (Eh): -2522.0260



This record from the Open Molecules 2025 dataset describes a structure of composition C11H15FeN2O3. The level of theory is the ωB97M-V functional and the def2-TZVPD basis.

ORCA input file:
```
! wB97M-V def2-TZVPD RIJCOSX def2/J DEFGRID3
* xyz -1 5
O 2.81 -1.07 0.17
C 2.40 -0.03 0.54
Fe 1.33 1.36 0.95
C 2.44 2.52 1.63
O 3.46 2.82 2.10
C 1.09 0.42 2.40
O 0.98 -0.42 3.21
C -1.55 -1.19 -0.26
C -2.31 -0.55 0.83
C -2.03 0.90 1.32
C -0.71 1.62 1.06
C -0.30 1.77 -0.33
C 0.00 0.65 -1.12
C -0.46 -0.69 -0.95
H -1.64 -2.26 -0.28
H -3.39 -0.59 0.60
H -2.19 -1.22 1.70
H -2.83 1.53 0.89
H -2.17 0.92 2.42
H -0.65 2.54 1.69
H -0.32 2.77 -0.77
H 0.62 0.86 -2.01
H 0.13 -1.43 -1.51
C -1.23 -5.10 -1.61
N -1.79 -3.77 -1.73
N -3.00 -3.64 -0.98
H -0.84 -5.40 -2.58
H -0.41 -5.05 -0.89
H -1.98 -5.81 -1.25
H -1.99 -3.48 -2.69
H -2.81 -3.88 0.01
H -3.40 -2.70 -1.05
*
```

E_HOMO (spin up / spin down) (eV): -0.21 / -4.02
E_LUMO (spin up / spin down) (eV): 3.2 / 2.7
<S²>: 6.11
ΔE to the lowest compared entry with this formula, charge and spin (kcal/mol): 9.6
Orbital gap (spin up / spin down) (Eh): 0.1271 / 0.2468
Total energy (Eh): -2026.8520



This record from the Open Molecules 2025 dataset describes a structure of composition C5H14AlNO2. The level of theory is the ωB97M-V functional and the def2-TZVPD basis.

ORCA input file:
```
! wB97M-V def2-TZVPD RIJCOSX def2/J DEFGRID3
* xyz 2 1
Al -0.04 -2.95 0.16
C -3.02 -1.38 -2.43
O -2.06 -2.27 -1.89
H -3.05 -0.49 -1.80
H -2.82 -1.01 -3.44
H -4.03 -1.76 -2.31
C 1.30 1.39 2.61
C 0.46 0.53 1.64
C 0.82 0.81 0.19
O 0.40 -0.18 -0.70
C 0.49 0.29 -2.01
N 0.99 -0.76 1.96
H 2.36 1.17 2.58
H 1.03 1.28 3.66
H 1.28 2.44 2.30
H -0.62 0.62 1.74
H 1.86 1.12 0.07
H 0.31 1.75 -0.03
H -0.12 1.19 -2.08
H 0.28 -0.49 -2.74
H 1.46 0.62 -2.39
H 0.71 -1.18 2.83
H 1.99 -0.73 2.10
*
```

E_HOMO (eV): -16.99
E_LUMO (eV): -13.5
ΔE to the lowest compared entry with this formula, charge and spin (kcal/mol): 40.1
Orbital gap (Eh): 0.1272
Total energy (Eh): -645.6698